# 1
This record from the OMol25 dataset describes C28H10BrF4IIrN6S as an isolated structure. The level of theory is ωB97M-V/def2-TZVPD.

Each line ends with the Löwdin charge.
Atoms and positions in Å:
Ir (-1.572, -1.416, 0.740)  1.07
Br (-3.853, -2.312, 0.331)  0.95
C (-4.295, -0.955, -0.946)  -0.53
C (-5.454, -1.051, -1.646)  -0.09
C (-5.782, 0.003, -2.525)  -0.05
C (-4.969, 1.094, -2.623)  -0.01
C (-3.770, 1.194, -1.875)  -0.15
C (-2.947, 2.343, -1.937)  -0.02
C (-1.818, 2.418, -1.180)  -0.06
C (-1.424, 1.338, -0.357)  -0.09
C (-2.167, 0.191, -0.295)  -0.28
C (-3.389, 0.122, -1.028)  -0.22
H (-6.111, -1.903, -1.535)  0.12
H (-6.691, -0.059, -3.105)  0.12
H (-5.235, 1.912, -3.281)  0.12
H (-3.237, 3.159, -2.585)  0.12
H (-1.200, 3.305, -1.210)  0.11
H (-0.514, 1.438, 0.218)  0.09
I (-5.432, 2.138, 3.597)  0.97
C (-3.692, 1.012, 3.647)  -0.70
C (-2.919, 0.915, 4.793)  -0.10
C (-1.768, 0.144, 4.751)  -0.02
C (-1.430, -0.499, 3.579)  -0.11
N (-2.176, -0.402, 2.466)  -0.14
C (-3.289, 0.344, 2.503)  -0.20
H (-3.207, 1.429, 5.700)  0.11
H (-1.134, 0.040, 5.619)  0.12
H (-0.543, -1.113, 3.514)  0.11
H (-3.862, 0.414, 1.591)  0.08
S (-0.042, -4.085, -2.861)  0.62
C (-0.557, -3.190, -1.651)  -0.96
N (-0.927, -2.532, -0.745)  -0.18
F (5.296, 0.975, 1.776)  0.15
C (5.049, 0.373, 0.624)  -0.13
C (6.044, 0.222, -0.265)  -0.12
F (7.240, 0.680, 0.037)  0.17
C (5.853, -0.428, -1.553)  0.00
C (4.498, -0.898, -1.800)  -0.12
C (3.511, -0.745, -0.903)  -0.13
F (2.295, -1.193, -1.192)  0.14
C (3.708, -0.103, 0.375)  0.01
C (2.695, 0.045, 1.287)  -0.10
C (1.378, -0.444, 1.058)  -0.05
N (0.298, -0.810, 0.957)  0.07
C (2.814, 0.671, 2.571)  -0.17
N (2.798, 1.193, 3.594)  0.21
F (4.235, -1.491, -2.943)  0.17
C (6.858, -0.582, -2.454)  -0.09
C (8.201, -0.128, -2.234)  -0.14
N (9.298, 0.189, -2.118)  0.24
C (6.694, -1.219, -3.729)  -0.14
N (6.642, -1.739, -4.751)  0.24

The calculation puts the largest force on an atom at 0.397 eV/A. As for the energy relative to the best compared isomer or geometry (same formula, charge and spin): 0.000 eV. The value obtained for the LUMO energy (spin up / spin down) is -6.06 / -6.07 eV. The charge is +1.



# 2
This record from the OMol25 dataset describes C28H16Cl4I2O2PRb as an isolated structure at a distorted geometry. The level of theory is ωB97M-V/def2-TZVPD.

Each line ends with the Löwdin charge.
Atoms and positions in Å:
Rb (-0.479, 0.109, 0.227)  1.00
Cl (-7.377, 1.396, 0.298)  0.57
C (-5.846, 0.593, 0.105)  -0.75
C (-5.784, -0.784, 0.063)  -0.75
Cl (-7.235, -1.732, 0.209)  0.57
C (-4.535, -1.405, -0.101)  -0.61
Cl (-4.453, -3.148, -0.153)  0.62
C (-3.316, -0.717, -0.243)  -0.48
O (-2.204, -1.316, -0.440)  -0.37
C (-3.379, 0.757, -0.148)  -0.49
O (-2.312, 1.464, -0.207)  -0.39
C (-4.655, 1.329, 0.002)  -0.63
Cl (-4.723, 3.071, 0.068)  0.60
C (4.276, -2.028, 6.182)  -0.11
C (3.088, -2.663, 5.852)  -0.10
C (2.471, -2.404, 4.636)  -0.10
C (3.036, -1.503, 3.735)  -0.37
C (4.224, -0.857, 4.084)  -0.12
C (4.850, -1.134, 5.289)  -0.09
P (2.285, -1.007, 2.124)  1.00
C (0.688, -1.931, 2.239)  -0.46
C (-0.266, -1.388, 3.106)  -0.17
C (-1.535, -1.933, 3.205)  -0.08
C (-1.883, -3.025, 2.422)  -0.09
C (-0.949, -3.572, 1.561)  -0.07
C (0.328, -3.034, 1.468)  -0.08
C (3.153, -2.124, 0.946)  -0.39
C (3.658, -3.304, 1.449)  -0.10
C (4.010, -4.376, 0.622)  -0.07
C (3.797, -4.289, -0.722)  -0.04
C (3.342, -3.085, -1.301)  -0.16
C (3.170, -3.018, -2.700)  -0.04
C (2.772, -1.862, -3.303)  -0.08
C (2.602, -0.707, -2.528)  -0.17
C (2.773, -0.738, -1.166)  -0.62
C (3.065, -1.948, -0.475)  -0.24
H (4.753, -2.230, 7.134)  0.09
H (2.645, -3.374, 6.540)  0.09
H (1.554, -2.919, 4.382)  0.10
H (4.676, -0.166, 3.383)  0.01
H (5.789, -0.650, 5.528)  0.10
H (0.010, -0.540, 3.727)  0.11
H (-2.259, -1.507, 3.889)  0.11
H (-2.881, -3.438, 2.471)  0.09
H (-1.222, -4.422, 0.949)  0.11
H (1.044, -3.483, 0.791)  0.10
H (3.789, -3.408, 2.516)  0.10
H (4.404, -5.284, 1.060)  0.10
H (3.976, -5.140, -1.369)  0.11
H (3.397, -3.901, -3.287)  0.11
H (2.636, -1.807, -4.375)  0.10
H (2.398, 0.236, -3.016)  0.08
I (2.784, 1.181, -0.286)  0.82
I (6.106, -0.164, 0.730)  -0.46

The calculation puts the largest force on an atom at 3.281 eV/A. As for the energy relative to the best compared isomer or geometry (same formula, charge and spin): 0.000 eV. The value obtained for the LUMO energy is 3.77 eV. The charge is -2.



# 3
This record from the OMol25 dataset describes C28H18Cl5CuN4O3 as an isolated structure. The level of theory is ωB97M-V/def2-TZVPD.

Each line ends with the Mulliken spin population.
Atoms and positions in Å:
Cu (-0.427, 0.738, -0.022)  0.71
N (1.110, 0.650, 1.349)  0.08
C (0.766, 1.487, 2.473)  0.01
C (1.610, 1.794, 3.502)  0.00
C (1.148, 2.560, 4.591)  0.00
C (-0.153, 2.968, 4.661)  0.00
C (-1.059, 2.647, 3.623)  0.00
C (-2.436, 2.967, 3.647)  0.00
C (-3.241, 2.563, 2.617)  0.01
C (-2.671, 1.882, 1.531)  0.00
N (-1.387, 1.612, 1.458)  0.09
C (-0.577, 1.933, 2.506)  -0.02
H (1.128, -0.329, 1.636)  0.00
H (2.022, 0.871, 0.961)  0.00
H (2.632, 1.436, 3.493)  0.00
H (1.835, 2.801, 5.391)  0.00
H (-0.512, 3.530, 5.515)  0.00
H (-2.841, 3.509, 4.492)  0.00
H (-4.304, 2.759, 2.618)  0.00
H (-3.283, 1.544, 0.702)  0.00
O (6.115, -3.580, -1.408)  0.00
C (5.084, -3.480, -0.550)  0.00
O (5.040, -4.143, 0.443)  0.00
C (4.013, -2.478, -0.884)  0.00
C (2.736, -2.723, -0.383)  0.00
C (1.711, -1.822, -0.597)  0.00
C (1.966, -0.656, -1.317)  0.00
C (3.241, -0.394, -1.809)  0.01
C (4.259, -1.313, -1.598)  0.00
N (0.932, 0.304, -1.487)  0.08
C (0.678, 0.764, -2.641)  0.01
C (-0.386, 1.748, -2.789)  -0.01
C (-0.705, 2.294, -4.021)  0.00
C (-1.756, 3.199, -4.095)  0.00
C (-2.438, 3.518, -2.937)  0.00
C (-2.047, 2.922, -1.744)  0.00
N (-1.048, 2.057, -1.662)  0.02
H (5.944, -3.107, -2.231)  0.00
H (2.565, -3.631, 0.180)  0.00
H (0.711, -2.023, -0.235)  0.00
H (3.440, 0.535, -2.329)  0.00
H (5.255, -1.085, -1.958)  0.00
H (1.213, 0.423, -3.525)  0.01
H (-0.146, 2.006, -4.900)  0.00
H (-2.035, 3.641, -5.042)  0.00
H (-3.263, 4.216, -2.940)  0.00
H (-2.557, 3.170, -0.821)  0.00
Cl (-3.433, -6.199, 0.219)  0.00
C (-2.818, -4.622, -0.061)  0.00
C (-2.375, -3.840, 1.004)  0.00
Cl (-2.440, -4.462, 2.601)  0.00
C (-1.885, -2.562, 0.771)  0.00
Cl (-1.333, -1.591, 2.097)  0.00
C (-1.816, -1.991, -0.522)  0.00
O (-1.363, -0.823, -0.786)  0.02
C (-2.258, -2.833, -1.581)  0.00
Cl (-2.138, -2.185, -3.169)  0.00
C (-2.749, -4.108, -1.360)  0.00
Cl (-3.274, -5.066, -2.680)  0.00

Its multiplicity is 2. The calculation puts the largest force on an atom at 0.966 eV/A. As for the energy relative to the best compared isomer or geometry (same formula, charge and spin): 0.000 eV. Its expectation value of S² is 0.75. The value obtained for the LUMO energy (spin up / spin down) is -3.93 / -4.08 eV. The charge is +1.



no.,calculated total energy (Eh)
1,-5174.90194
2,-4028.79123
3,-5463.86044